No. 1
This record from OMol25 describes an isolated ion of composition C5H13N2S and charge +1 in a non-equilibrium geometry. The level of theory is ωB97M-V/def2-TZVPD.

Computed properties:
* lowest unoccupied orbital energy: -3.309 eV
* ΔE to the lowest compared entry with this formula, charge and spin: 2.235 eV
* frontier orbital gap: 8.55 eV
* net charge: +1

Bonds (Å) are listed after each position.
CARTESIAN COORDINATES (ANGSTROEM)
1 C -0.8250 -0.7421 -1.3759  C2 1.530, N6 1.444, H9 1.092, H10 1.097
2 C 0.5649 -0.6338 -2.0050  C1 1.530, N7 1.487, H11 1.091, H12 1.091
3 C 1.1134 0.2367 0.1435  C4 1.485, N7 1.465, H13 1.083
4 C 1.4528 -0.0557 1.5588  C3 1.485, H14 1.086, H15 1.093, H16 1.088
5 C -2.3685 1.2986 1.5767  S8 1.818, H17 1.084, H18 1.085, H19 1.086
6 N -0.8693 0.0057 -0.1415  C1 1.444, S8 1.639
7 N 1.5119 -0.7483 -0.8644  C2 1.487, C3 1.465, H20 1.029, H21 1.029
8 S -1.6826 1.4287 -0.1017  C5 1.818, N6 1.639
9 H -1.5756 -0.3922 -2.0880  C1 1.092
10 H -1.0518 -1.7877 -1.1331  C1 1.097
11 H 0.7527 -1.3983 -2.7598  C2 1.091
12 H 0.6952 0.3550 -2.4469  C2 1.091
13 H 1.2912 1.2514 -0.1901  C3 1.083
14 H 0.8876 0.6058 2.2092  C4 1.086
15 H 2.5125 0.1283 1.7560  C4 1.093
16 H 1.2104 -1.0809 1.8303  C4 1.088
17 H -1.6351 1.6180 2.3084  C5 1.084
18 H -2.6594 0.2671 1.7430  C5 1.085
19 H -3.2388 1.9471 1.6148  C5 1.086
20 H 1.4330 -1.6845 -0.4459  N7 1.029
21 H 2.4804 -0.6188 -1.1885  N7 1.029

***

No. 2
This record from OMol25 describes an isolated ion of composition CO5S2 and charge -2 in a non-equilibrium geometry. The level of theory is ωB97M-V/def2-TZVPD.

Computed properties:
* lowest unoccupied orbital energy: 6.031 eV
* SMILES: O=C([O-])OS(=O)(=O)[S-]
* ΔE to the lowest compared entry with this formula, charge and spin: 0.000 eV
* frontier orbital gap: 6.03 eV
* net charge: -2

Bonds (Å) are listed after each position.
CARTESIAN COORDINATES (ANGSTROEM)
1 C -1.3209 0.2948 -0.1621  O2 1.187, O4 1.196, O6 1.728
2 O -1.4511 -0.8801 -0.2727  C1 1.187
3 O 1.4761 -1.4222 -0.7222  S8 1.466
4 O -1.9634 1.2826 0.0450  C1 1.196
5 O 1.2342 -0.4556 1.5209  S8 1.467
6 O 0.3217 0.7669 -0.4168  C1 1.728, S8 1.551
7 S 3.0927 0.8297 -0.2016  S8 1.984
8 S 1.4232 -0.2016 0.0887  O3 1.466, O5 1.467, O6 1.551, S7 1.984

***

No. 3
This record from OMol25 describes one molecule with the formula C3H9NO3 in a non-equilibrium geometry. The level of theory is ωB97M-V/def2-TZVPD.

Computed properties:
* lowest unoccupied orbital energy: 0.946 eV
* SMILES: COO[C@](C)(N)O
* ΔE to the lowest compared entry with this formula, charge and spin: 4.322 eV
* frontier orbital gap: 10.98 eV

Bonds (Å) are listed after each position.
CARTESIAN COORDINATES (ANGSTROEM)
1 C -0.2893 0.7994 -0.3629  C3 1.529, N4 1.428, O5 1.434, O7 1.405
2 C -0.0396 -2.1268 1.0206  O6 1.549, H11 1.091, H12 1.088, H13 1.086
3 C 1.2361 0.7008 -0.3701  C1 1.529, H14 1.087, H15 1.088, H16 1.087
4 N -0.7182 1.9634 0.3441  C1 1.428, H9 1.014, H10 1.012
5 O -0.8878 -0.2789 0.3695  C1 1.434, O6 1.454
6 O -0.5943 -1.5359 -0.2999  C2 1.549, O5 1.454
7 O -0.8043 0.7823 -1.6699  C1 1.405, H8 0.970
8 H -0.7917 -0.1403 -1.9693  O7 0.970
9 H -1.7306 1.9727 0.3980  N4 1.014
10 H -0.4125 2.7932 -0.1487  N4 1.012
11 H 0.6621 -1.5487 1.6235  C2 1.091
12 H -0.9082 -2.4489 1.5906  C2 1.088
13 H 0.4872 -2.9835 0.6102  C2 1.086
14 H 1.6373 1.5157 -0.9672  C3 1.087
15 H 1.5406 -0.2438 -0.8149  C3 1.088
16 H 1.6130 0.7792 0.6465  C3 1.087